2 unconnected molecules or ions with the total composition C5H6N3 at a distorted geometry. Source: the OMol25 dataset; level of theory: wB97M-V/def2-TZVPD.

Results
ΔE to the lowest compared entry with this formula, charge and spin	437.6	kJ/mol
HOMO	-13.753	eV
net charge	+1
E_tot	-357.96044	a.u.

Each line ends with the natural charge from an NBO analysis.
Element x y z (Å)
C1 2.0732 -1.3281 1.9576  0.7642
C2 0.0838 0.3295 -0.6587  -0.3333
C3 0.8195 -0.2613 0.1845  0.5982
C4 -2.7538 1.1545 0.3580  0.2499
C5 0.3670 0.4775 -2.0874  -0.6497
N1 1.2938 -0.9474 1.0997  -0.5132
N2 -3.8587 1.2871 0.5116  -0.6490
N3 2.6270 -1.8933 2.8224  -0.5303
H1 -0.8674 0.6804 -0.3059  0.3355
H2 0.8997 1.4108 -2.5599  0.2750
H3 -0.4350 0.3396 -2.7694  0.2569
H4 1.0624 -0.4546 -2.4000  0.2276
H5 -4.8114 1.5782 0.6916  0.4684
H6 3.5000 -2.3728 3.1558  0.5000


A gas-phase ion, C5H6N3O2S2 (charge +1) at a distorted geometry. Source: the OMol25 dataset; level of theory: wB97M-V/def2-TZVPD.

Results
2S+1	3
HOMO (spin up / spin down)	-12.350 / -13.715	eV
⟨S²⟩	2.0192
net charge	+1
E_tot	-1304.68792	a.u.

Each line ends with the natural charge from an NBO analysis.
Element x y z (Å)
C1 1.7981 1.5290 1.0952  0.0477
C2 1.4095 -0.8895 -0.2783  -0.0717
C3 0.1432 -0.6814 -0.1319  0.7151
C4 -1.8650 0.5174 0.4534  -0.2984
C5 2.4908 -0.9687 0.7454  -0.5326
N1 0.7476 1.9607 1.2531  -0.3330
N2 -0.2714 -0.5433 -2.4801  -0.8499
N3 2.0130 -0.8593 -1.6396  -0.1598
O1 3.2309 -0.9435 -1.6285  -0.2604
O2 -0.9345 -0.6767 0.5121  -0.3823
S1 1.2003 -0.6492 -3.0357  1.0141
S2 3.2652 0.6998 0.9287  0.3963
H1 -1.9189 1.0233 -0.5349  0.2316
H2 -1.5620 1.3659 1.2089  0.2771
H3 -2.9050 0.1324 0.6786  0.2412
H4 3.2345 -1.6240 0.3515  0.2925
H5 2.1456 -1.4434 1.6859  0.2721
H6 -0.9161 -1.1330 -2.8931  0.4001


2 unconnected molecules or ions with the total composition C5H6N3S at a distorted geometry. Source: the OMol25 dataset; level of theory: wB97M-V/def2-TZVPD.

Results
ΔE to the lowest compared entry with this formula, charge and spin	39.4	kJ/mol
2S+1	3
HOMO (spin up / spin down)	-8.903 / -11.952	eV
⟨S²⟩	2.0121
net charge	+1
E_tot	-756.11534	a.u.

Each line ends with the natural charge from an NBO analysis.
Element x y z (Å)
C1 0.2758 0.2600 -0.6107  0.1473
C2 -4.4860 -0.3715 -0.9588  0.1789
C3 1.3922 -1.3787 0.5028  0.3249
C4 1.2041 1.2733 -0.3376  -0.2826
C5 2.3129 0.8090 0.3850  0.1233
N1 0.3649 -0.9542 -0.1170  -0.4202
N2 -3.7267 -0.1943 -0.0623  -0.6923
N3 2.4351 -0.4849 0.7287  -0.4776
S1 -2.7504 0.4356 0.9473  0.4211
H1 -0.5891 0.5522 -1.3274  0.2534
H2 -5.5246 -0.3701 -1.1178  0.1680
H3 1.6624 -2.4030 0.9612  0.2411
H4 0.9817 2.3138 -0.7846  0.2952
H5 3.2234 1.4800 0.6946  0.2703
H6 3.2243 -0.9671 1.0966  0.4493


A gas-phase ion, C5H6N5O2 (charge -1) at a distorted geometry. Source: the OMol25 dataset; level of theory: wB97M-V/def2-TZVPD.

Results
ΔE to the lowest compared entry with this formula, charge and spin	129.5	kJ/mol
HOMO	-5.320	eV
net charge	-1
E_tot	-618.39591	a.u.

Each line ends with the natural charge from an NBO analysis.
Element x y z (Å)
C1 0.8580 1.5989 -2.0020  0.4856
C2 -0.8620 0.4577 -0.8063  0.6190
C3 0.8741 0.9374 0.8770  0.6952
C4 -2.1664 -0.2590 -0.9800  -0.6539
C5 1.9709 -0.0563 1.1519  -0.6986
N1 1.9170 0.9254 -1.5280  -0.4506
N2 1.2439 2.6379 -2.7607  -0.4093
N3 3.0005 1.6263 -2.0126  -0.1494
N4 2.6017 2.5937 -2.7550  -0.1351
N5 -0.2918 0.3920 0.3671  -0.5771
O1 -0.4440 1.1563 -1.8218  -0.4718
O2 0.9274 2.0943 1.2801  -0.6072
H1 -1.9716 -1.0608 -1.7030  0.2245
H2 -2.5186 -0.6085 -0.0389  0.2329
H3 -2.9928 0.4525 -1.4239  0.2176
H4 2.2886 0.0091 2.1143  0.2079
H5 1.7240 -1.1945 0.8966  0.2054
H6 2.9587 0.1862 0.6368  0.2647


A gas-phase ion, C5H6NO (charge +1) at a distorted geometry. Source: the OMol25 dataset; level of theory: wB97M-V/def2-TZVPD.

Results
ΔE to the lowest compared entry with this formula, charge and spin	747.4	kJ/mol
HOMO (spin up / spin down)	-16.193 / -15.876	eV
net charge	+1
E_tot	-323.58529	a.u.
SMILES string	CCc1cc#[n+]o1

Each line ends with the natural charge from an NBO analysis.
Element x y z (Å)
C1 -2.6137 0.8001 0.2100  0.4664
C2 -1.3501 1.2270 -0.0277  -0.3015
C3 -0.7380 -0.0459 -0.2265  0.5258
C4 1.7752 -0.1498 0.5187  -0.5879
C5 0.5871 -0.5637 -0.5260  -0.5519
N1 -2.8794 -0.4035 0.2100  0.0138
O1 -1.7672 -0.9900 -0.1228  -0.2222
H1 -0.7542 2.1214 -0.2254  0.3111
H2 1.2537 0.2697 1.4542  0.2262
H3 2.4295 0.6806 0.0874  0.2398
H4 2.5004 -0.9714 0.6847  0.2656
H5 0.4458 -1.6284 -0.5309  0.2841
H6 1.1109 -0.3463 -1.5056  0.3307


A gas-phase ion, C5H6NO (charge +1) at a distorted geometry. Source: the OMol25 dataset; level of theory: wB97M-V/def2-TZVPD.

Results
ΔE to the lowest compared entry with this formula, charge and spin	650.8	kJ/mol
HOMO (spin up / spin down)	-14.571 / -14.571	eV
net charge	+1
E_tot	-323.62209	a.u.

Each line ends with the natural charge from an NBO analysis.
Element x y z (Å)
C1 -0.8656 1.5488 -0.2434  -0.1647
C2 -1.6489 0.5489 -0.2227  0.7056
C3 1.3222 0.3939 -0.1922  -0.2208
C4 -0.4912 -1.3587 -0.0635  -0.0916
C5 0.4485 -0.4117 0.7355  -0.1211
N1 0.2313 0.9655 0.5988  -0.2769
O1 -1.7826 -0.6904 -0.0450  -0.3745
H1 -0.7467 2.5736 -0.3691  0.3059
H2 2.1987 0.5649 0.3086  0.2374
H3 1.1553 0.4590 -1.2742  0.2311
H4 -0.0435 -1.5395 -1.1053  0.2437
H5 -0.7594 -2.3807 0.3039  0.2671
H6 0.9819 -0.6737 1.5686  0.2589


Look up the E_tot of the first one. -357.96044 a.u.


What is the E_tot in the sixth record? -323.62209 a.u.